Formula: C24H55F4N2O14P
Source: OMol25
Level of theory: ωB97M-V/def2-TZVPD

Output
- Orbital gap: 7.235 eV
- Highest occupied orbital energy: -0.305 hartree
- SMILES: CCN(CC[C@](OC(=O)c1ccncc1)(P(O)O)C(F)(F)C(F)F)C(C)=O.CO.CO.CO.CO.CO.CO.CO.CO.CO
- Relative energy (zero: lowest compared OMol25 entry of this formula, charge and spin): 14.6929 eV
- E: -2850.44641 hartree

Structure (XYZ):
```
100
Properties=species:S:1:pos:R:3:mulliken_charge:R:1
C -1.3089 2.1047 -0.2136 -0.578
C -0.1288 2.0567 -1.3726 -0.186
N 0.3183 0.6530 -1.7152 0.603
C 1.6519 0.2901 -1.1026 -0.962
C 1.5247 -0.2999 0.4581 -0.435
C 1.2171 -1.9054 0.4912 0.733
O 0.9775 -2.4870 1.8153 -0.530
C 1.4622 -1.6444 2.9145 0.243
O 2.7746 -1.4185 3.2022 -0.601
C 0.3446 -0.9736 3.9087 0.678
C -1.0045 -1.8892 4.2817 -0.303
C -2.1247 -1.1699 5.2370 -0.181
N -2.0934 0.2140 5.8209 -0.444
C -0.8487 0.9941 5.5054 -0.197
C 0.4244 0.5330 4.5814 -0.332
P 2.7617 -2.8217 -0.2344 0.013
O 4.2059 -2.2576 0.5588 -0.501
O 2.5316 -4.5414 -0.0823 -0.494
C -0.0897 -2.3600 -0.4444 0.632
F -0.3614 -3.7893 -0.0355 -0.314
F 0.2404 -2.4311 -1.9000 -0.223
C -1.4616 -1.5312 -0.0993 0.547
F -2.5730 -2.5547 -0.0889 -0.371
F -1.4922 -0.8888 1.2342 -0.129
C 0.6048 0.7134 -3.2304 0.486
C 0.0584 -0.3833 -4.3233 -0.937
O 1.3941 1.7058 -3.7278 -0.569
H -0.8782 2.0621 0.8848 0.242
H -1.8333 3.1693 -0.3196 0.323
H -2.1572 1.3093 -0.3637 -0.133
H 0.7679 2.7059 -0.9621 -0.304
H -0.5670 2.6630 -2.2960 0.396
H 2.1890 -0.4761 -1.8227 0.550
H 2.3770 1.2375 -1.0605 0.296
H 2.5714 -0.0103 0.9546 0.498
H 0.7273 0.3691 1.0244 -0.086
H -1.1191 -2.9842 3.8689 0.294
H -3.0986 -1.8206 5.4713 0.324
H -0.7888 2.0990 5.9548 0.283
H 1.3598 1.2177 4.3890 0.320
H 4.5935 -1.5720 -0.0705 0.407
H 2.1642 -4.9498 -0.9315 0.379
H -1.7758 -0.7654 -0.9573 -0.168
H 0.7096 -1.3756 -4.2021 0.162
H 0.2862 -0.0141 -5.4355 0.318
H -1.0834 -0.6302 -4.2505 0.277
C -4.1908 1.6279 -3.0243 -0.719
O -3.7443 1.6100 -1.6809 -0.416
H -3.3927 2.0203 -3.6588 0.238
H -4.4385 0.6117 -3.3405 0.293
H -5.0699 2.2717 -3.1084 0.318
H -4.4730 1.2576 -1.1422 0.279
C -6.5720 3.3283 0.2370 -0.557
O -5.8283 3.8757 -0.8361 -0.512
H -7.4120 3.9900 0.4611 0.243
H -6.9520 2.3439 -0.0466 0.244
H -5.9324 3.2437 1.1190 0.262
H -5.0903 3.2675 -1.0121 0.331
C 4.2372 0.8220 -6.2980 -0.474
O 2.8926 0.6998 -5.8722 -0.422
H 4.6712 -0.1758 -6.3953 0.144
H 4.2691 1.3269 -7.2665 0.202
H 4.8040 1.3930 -5.5585 0.266
H 2.5342 1.6003 -5.7947 0.255
C 1.5358 5.6141 -0.6026 -0.553
O 0.1945 5.2609 -0.8862 -0.452
H 2.1404 4.7053 -0.5563 0.191
H 1.9178 6.2634 -1.3941 0.277
H 1.5821 6.1292 0.3602 0.282
H -0.3174 6.0869 -0.9209 0.268
C 3.3326 -4.8109 5.1883 -0.485
O 3.3851 -3.5433 5.8165 -0.545
H 3.7631 -5.5581 5.8591 0.253
H 2.2927 -5.0707 4.9762 0.224
H 3.9089 -4.7827 4.2602 0.228
H 2.9968 -2.9014 5.1980 0.293
C -6.2204 -2.6855 5.5480 -0.261
O -5.1253 -2.5251 6.4308 -0.521
H -5.9844 -3.4732 4.8285 -0.020
H -7.1095 -2.9688 6.1164 0.270
H -6.3992 -1.7490 5.0139 0.260
H -5.3637 -1.8204 7.0568 0.292
C -5.3169 -6.3253 3.0867 -0.493
O -6.1092 -5.1938 3.3972 -0.499
H -4.9549 -6.7714 4.0159 0.220
H -5.9214 -7.0569 2.5450 0.249
H -4.4642 -6.0177 2.4764 0.210
H -6.4158 -4.8194 2.5539 0.282
C 6.5722 -1.5085 -8.8737 -0.533
O 5.7800 -0.3770 -8.5632 -0.436
H 6.9342 -1.9547 -7.9445 0.208
H 5.9678 -2.2401 -9.4154 0.267
H 7.4250 -1.2010 -9.4840 0.237
H 5.4733 -0.0027 -9.4065 0.266
C 5.2611 6.4936 1.1652 -0.522
O 4.2872 6.8116 0.1881 -0.450
H 4.8621 5.7207 1.8263 0.206
H 6.1629 6.1201 0.6741 0.255
H 5.4953 7.3857 1.7513 0.255
H 4.6694 7.4994 -0.3831 0.272
```



Formula: C24H56GeN3O7PS2Si3Ti
Source: OMol25
Level of theory: ωB97M-V/def2-TZVPD

Output
- ⟨S²⟩: 0.756
- Orbital gap (spin up / spin down): 6.830 / 6.744 eV
- Highest occupied orbital energy (spin up / spin down): -0.159 / -0.156 hartree
- Charge: -1
- Relative energy (zero: lowest compared OMol25 entry of this formula, charge and spin): 1.8384 eV
- Multiplicity: 2
- E: -6572.04433 hartree

Structure (XYZ):
```
98
Properties=species:S:1:pos:R:3:mulliken_spin:R:1
Ti -0.1149 1.4897 0.1943 0.937
N -2.2488 1.7308 -0.6636 -0.007
C -2.8627 2.9379 -0.0741 0.007
C -1.7545 3.9761 -0.0422 0.008
O -1.8716 5.1003 -0.5184 0.002
N -0.6444 3.4473 0.5224 -0.028
C 0.5945 4.1569 0.2337 -0.012
C 1.2260 3.4079 -0.9414 0.061
O 2.3653 3.7976 -1.4594 0.000
O 0.5935 2.5097 -1.5054 -0.017
H -2.1398 1.8772 -1.6614 0.005
H -2.8244 0.9105 -0.5292 0.000
H -3.1606 2.7143 0.9519 -0.003
H -3.7173 3.3139 -0.6372 0.000
H 1.2626 4.1467 1.0950 0.002
H 0.4271 5.1906 -0.0836 0.010
C -3.3781 -2.0144 -0.5882 0.000
Si -2.4747 -1.3548 -2.1170 -0.007
C -3.7135 -0.0709 -2.8060 0.001
C -2.6269 -2.7773 -3.3732 -0.003
Ge -0.1810 -0.6718 -1.6239 0.021
Si 0.2012 -0.1405 -3.9082 0.002
C 0.9678 -1.7309 -4.6219 -0.004
C 1.4558 1.1620 -4.4044 0.003
C -1.2608 0.1379 -5.0491 0.000
Si 0.2611 -2.6447 -0.3722 -0.005
C 2.0976 -2.6911 0.0238 0.002
C 0.1073 -4.1795 -1.4784 -0.003
C -0.6082 -3.1300 1.2039 0.001
H -4.4567 -1.8586 -0.6894 0.000
H -3.0523 -1.5272 0.3344 0.003
H -3.2045 -3.0870 -0.4688 0.000
H -4.3192 -0.5509 -3.5807 0.000
H -3.2634 0.8136 -3.2564 0.000
H -4.3942 0.2760 -2.0232 0.000
H -3.6415 -3.1905 -3.3411 0.000
H -1.9257 -3.5850 -3.1759 0.000
H -2.4415 -2.4382 -4.3929 0.000
H 1.8231 -2.0512 -4.0195 0.000
H 1.3052 -1.6102 -5.6596 0.000
H 0.2352 -2.5434 -4.5995 0.000
H 2.4622 0.8680 -4.1135 0.000
H 1.2602 2.1475 -3.9790 -0.001
H 1.4133 1.2454 -5.4946 0.000
H -2.0491 -0.5941 -4.9186 0.000
H -0.8546 0.0410 -6.0603 0.000
H -1.7166 1.1271 -4.9598 0.000
H 2.6723 -2.7251 -0.9067 0.000
H 2.3335 -3.5835 0.6139 0.000
H 2.4121 -1.8153 0.5916 0.000
H 0.5009 -3.9722 -2.4765 0.000
H -0.9237 -4.5217 -1.5901 0.000
H 0.6809 -5.0073 -1.0446 0.000
H -0.3881 -2.4452 2.0243 0.000
H -0.2142 -4.1232 1.4371 0.000
H -1.6897 -3.1852 1.1165 0.000
O 2.7701 2.1810 1.5892 -0.004
C 2.6755 1.4093 0.6496 0.016
O 1.6581 0.6065 0.4553 -0.016
C 3.8325 1.2675 -0.3242 0.001
N 3.3919 1.1001 -1.7107 0.001
C 4.5434 0.4925 -2.3895 0.000
C 5.2426 -0.4254 -1.3641 0.000
C 4.7113 0.0430 0.0064 0.000
H 4.4252 2.1822 -0.2609 0.000
H 2.6627 3.0602 -2.0483 0.001
H 2.5988 0.4588 -1.7147 -0.003
H 4.2208 -0.0320 -3.2882 0.000
H 5.2217 1.2934 -2.6960 0.000
H 6.3271 -0.3406 -1.4373 0.000
H 4.9788 -1.4691 -1.5370 0.000
H 5.5003 0.2996 0.7121 0.000
H 4.0980 -0.7356 0.4547 0.000
C -3.9822 0.3651 4.5870 0.000
C -2.6944 -0.1797 5.1765 -0.001
C -2.4750 -1.6389 4.8088 -0.001
O -1.5122 0.5571 4.8250 0.002
P -1.2344 1.5090 3.5525 0.017
S -2.2298 3.1611 3.6127 0.001
S -1.3696 0.2505 1.9558 0.009
O 0.3095 1.8340 3.7601 -0.004
C 1.3819 1.0599 4.3437 0.001
C 1.4579 -0.3569 3.8059 0.004
C 1.2999 1.1120 5.8595 0.000
H -4.8115 -0.2328 4.9719 0.000
H -3.9741 0.2934 3.4975 0.000
H -4.1343 1.4090 4.8524 0.000
H -2.7431 -0.0921 6.2650 0.000
H -2.3847 -1.7457 3.7269 0.001
H -3.3168 -2.2438 5.1541 0.000
H -1.5610 -2.0173 5.2696 0.000
H 2.2638 1.6067 4.0123 0.000
H 0.6123 -0.9531 4.1534 0.000
H 2.3844 -0.8191 4.1560 0.000
H 1.4515 -0.3578 2.7164 0.002
H 0.5012 0.4728 6.2325 0.000
H 1.1099 2.1330 6.1921 0.000
H 2.2506 0.7772 6.2819 0.000
```



Formula: C24H57ClN10O9P2S
Source: OMol25
Level of theory: ωB97M-V/def2-TZVPD

Output
- Orbital gap: 7.758 eV
- Highest occupied orbital energy: -0.306 hartree
- Relative energy (zero: lowest compared OMol25 entry of this formula, charge and spin): 3.8222 eV
- E: -3714.14677 hartree

Structure (XYZ):
```
104
Properties=species:S:1:pos:R:3:mulliken_charge:R:1
C -3.5596 0.1612 -1.9664 -1.809
C -3.7187 -0.6866 -0.6915 1.032
C -4.2778 0.2296 0.4424 -1.389
C -2.4786 -1.5181 -0.2926 -1.577
N -1.1845 -0.7674 -0.3568 0.045
C -0.8219 -0.1155 0.7763 0.345
N -1.4526 -0.0141 1.9250 -0.357
C -0.7351 0.7019 2.8266 0.369
C -1.0847 1.0137 4.2631 -0.840
O -0.0135 0.7025 5.1196 -0.322
C 0.4476 -0.6251 4.9788 -0.176
O 1.1482 -0.9587 6.1439 -0.467
C 2.4230 -0.3044 6.1912 -0.327
C 3.5167 -1.1222 5.4507 -0.131
O 4.4301 -0.2107 4.8294 -0.553
N 0.3555 1.0683 2.1916 0.202
C 1.4268 1.8867 2.9000 0.605
O 1.0328 2.9581 3.3610 -0.685
O 2.5389 1.4035 2.9853 -0.505
N 0.3400 0.5921 0.9541 0.026
Cl 1.7304 0.9619 0.0751 0.079
S -0.3592 -0.8437 -1.8195 1.422
C 1.1667 -1.8061 -1.6050 -0.829
O -1.1315 -1.5816 -2.7745 -0.748
O -0.0948 0.4491 -2.3695 -0.653
H -3.4098 -0.4783 -2.8454 0.364
H -2.8105 0.9599 -1.9012 0.259
H -4.5286 0.6578 -2.1411 0.599
H -4.5171 -1.4149 -0.9067 0.411
H -5.3733 0.1147 0.4350 0.365
H -3.9524 -0.0517 1.4475 0.369
H -4.0959 1.2829 0.1955 0.247
H -2.6368 -1.8419 0.7465 0.569
H -2.4135 -2.4494 -0.8645 0.608
H -1.9759 0.4152 4.5257 0.364
H -1.3733 2.0639 4.3755 0.310
H -0.3789 -1.3529 4.9022 0.305
H 1.1620 -0.7501 4.1419 0.208
H 2.7032 -0.2293 7.2481 0.323
H 2.4345 0.6995 5.7462 0.236
H 3.0557 -1.7163 4.6473 0.209
H 4.1084 -1.7302 6.1490 0.274
H 4.6490 -0.5511 3.9585 0.279
H 2.0346 -1.2480 -1.9615 0.361
H 1.0781 -2.7495 -2.1527 0.491
H 1.2430 -2.0723 -0.5407 0.088
O 5.8580 -3.2211 3.5777 -0.753
P 6.1981 -3.6986 2.1817 0.888
N 4.5571 -3.9623 1.6797 0.169
C 4.0851 -4.9379 0.7204 -0.809
C 3.8508 -2.7063 1.4420 -0.880
N 6.9380 -5.1973 2.7189 0.195
C 6.2179 -6.4602 2.6951 -1.159
C 7.5931 -5.1000 4.0280 -1.111
N 6.8245 -3.9411 0.5352 0.004
C 7.8066 -4.9642 0.1829 -0.907
C 7.3600 -2.6356 0.0574 -1.172
H 4.3535 -4.6965 -0.3186 0.312
H 2.9937 -5.0016 0.7683 0.330
H 4.4293 -5.9455 0.9316 0.184
H 4.1702 -2.2430 0.4944 0.361
H 4.0365 -1.9900 2.2439 -0.064
H 2.7676 -2.8536 1.3989 0.304
H 5.2640 -6.4109 3.2368 0.323
H 6.8260 -7.2502 3.1416 0.411
H 6.0385 -6.8161 1.6798 0.271
H 6.8800 -5.1637 4.8572 0.314
H 8.1439 -4.1656 4.1251 0.362
H 8.3184 -5.9102 4.1426 0.356
H 8.6602 -4.9981 0.8603 0.323
H 8.1921 -4.7728 -0.8227 0.382
H 7.3427 -5.9466 0.1228 0.245
H 8.2732 -2.3589 0.5933 0.387
H 6.6245 -1.8394 0.2174 0.343
H 7.5741 -2.6619 -1.0114 0.383
O -5.9849 3.8768 -2.1925 -0.855
P -5.9779 4.7188 -3.4539 0.982
N -6.5515 3.4663 -4.5144 0.124
C -6.2499 3.3344 -5.9249 -0.837
C -7.9697 3.1682 -4.3168 -1.171
N -4.2281 4.8324 -3.5295 0.155
C -3.4346 3.9657 -4.3880 -1.270
C -3.5788 4.8371 -2.2148 -0.973
N -6.1683 5.9203 -4.7561 -0.012
C -5.0716 6.7348 -5.2745 -0.910
C -7.2546 6.8565 -4.3548 -1.170
H -6.7478 4.0870 -6.5518 0.305
H -6.5735 2.3515 -6.2785 0.379
H -5.1863 3.3679 -6.1391 0.187
H -8.6132 3.9599 -4.7302 0.349
H -8.2023 3.0666 -3.2551 0.315
H -8.2460 2.2252 -4.7933 0.361
H -3.6413 2.9016 -4.2114 0.339
H -2.3679 4.1383 -4.2273 0.444
H -3.5666 4.1880 -5.4470 0.321
H -3.4888 3.8303 -1.7903 0.146
H -4.1265 5.4567 -1.5062 0.343
H -2.5739 5.2603 -2.2965 0.385
H -4.4678 7.1980 -4.4933 0.329
H -5.4729 7.5378 -5.8994 0.380
H -4.4349 6.1541 -5.9391 0.244
H -6.9441 7.4943 -3.5211 0.389
H -8.1414 6.2977 -4.0362 0.351
H -7.5593 7.4906 -5.1877 0.378
```



The lowest E belongs to which entry? C24H56GeN3O7PS2Si3Ti



Which of these has the highest relative energy (zero: lowest compared OMol25 entry of this formula, charge and spin)? C24H55F4N2O14P